#A
The following is a DFT calculation (the ωB97M-V functional and the def2-TZVPD basis) of C9H10NOP in the gas phase.

* orbital gap (spin up / spin down): 0.2479 / 0.2744 Eh
* multiplicity: 1
* HOMO level (spin up / spin down): -8.067 / -7.830 eV

Each line ends with the Mulliken charge.
Geometry (Å):
C (0.01, -2.96, -0.45)  -0.233
C (-0.48, -2.52, -1.69)  -0.525
C (0.42, -2.08, 0.51)  -0.871
C (-0.57, -1.18, -1.94)  -0.304
C (0.37, -0.69, 0.19)  0.759
C (-0.24, -0.18, -0.96)  0.286
C (1.34, 0.29, 0.89)  -0.448
C (-0.47, 2.03, 1.68)  -0.333
C (0.85, 1.65, 1.11)  -0.381
N (-0.40, 1.09, -1.23)  -0.330
O (-1.48, 2.45, 0.66)  -0.289
P (-1.51, 2.26, -0.93)  0.024
H (0.09, -3.99, -0.04)  0.282
H (-0.76, -3.23, -2.56)  0.247
H (0.70, -2.50, 1.52)  0.260
H (-0.99, -0.97, -2.92)  0.355
H (1.64, -0.16, 1.81)  0.407
H (2.22, 0.44, 0.20)  0.276
H (-1.07, 1.35, 2.30)  0.264
H (-0.62, 3.00, 2.29)  0.230
H (1.55, 2.57, 1.04)  0.265
H (-0.62, 3.35, -1.46)  0.060

---

#B
The following is a DFT calculation (the ωB97M-V functional and the def2-TZVPD basis) of C9H10NOP in the gas phase.

* orbital gap (spin up / spin down): 0.2500 / 0.2500 Eh
* multiplicity: 1
* HOMO level (spin up / spin down): -7.021 / -7.019 eV

Each line ends with the Mulliken charge.
Geometry (Å):
C (-2.35, -0.34, 2.74)  -0.394
C (-2.50, 0.43, 1.59)  -0.594
C (-1.31, -1.25, 2.83)  -0.535
C (-1.61, 0.28, 0.53)  -0.146
C (-0.44, -1.41, 1.77)  -0.613
C (-0.58, -0.65, 0.61)  0.569
C (2.74, 0.76, -2.01)  -0.089
C (1.93, 0.51, -3.07)  -0.145
C (2.31, 1.04, -0.70)  -0.934
N (-0.08, 0.00, -1.89)  -0.205
O (0.60, 0.28, -3.09)  -0.351
P (0.64, -0.98, -0.68)  -0.035
H (-3.05, -0.22, 3.56)  0.367
H (-3.30, 1.14, 1.51)  0.356
H (-1.19, -1.84, 3.73)  0.366
H (-1.73, 0.90, -0.34)  0.442
H (0.36, -2.13, 1.83)  0.318
H (3.80, 0.68, -2.20)  0.269
H (2.31, 0.39, -4.08)  0.360
H (3.04, 1.03, 0.10)  0.308
H (1.42, 1.62, -0.53)  0.389
H (-1.01, -0.27, -2.18)  0.298

---

Most stable pick: #A. Distance to second place: 0.061 eV.

---

#A
The following is a DFT calculation (the ωB97M-V functional and the def2-TZVPD basis) of 2 unconnected molecules or ions with the total composition C6H15NO.

* orbital gap: 0.3324 Eh
* multiplicity: 1
* HOMO level: -8.271 eV

Each line ends with the Mulliken charge.
Geometry (Å):
C (-0.09, -1.26, -2.22)  -1.170
C (0.20, -0.56, -1.13)  0.521
C (1.06, -1.22, -0.05)  -0.976
C (0.39, -1.12, 1.34)  0.269
C (-1.03, -1.68, 1.41)  -1.174
N (-0.24, 0.73, -0.89)  -0.038
C (0.78, 1.72, -0.55)  -1.175
H (-0.80, -0.95, -2.97)  0.292
H (0.06, -2.32, -2.37)  0.291
H (1.40, -2.14, -0.51)  0.416
H (2.03, -0.63, -0.04)  0.273
H (0.27, -0.03, 1.34)  -0.328
H (0.95, -1.43, 2.20)  0.464
H (-1.30, -2.47, 0.72)  0.308
H (-1.21, -2.16, 2.40)  0.360
H (-1.76, -0.86, 1.42)  0.275
H (-1.10, 0.99, -1.33)  0.279
H (1.12, 1.73, 0.50)  0.362
H (0.44, 2.70, -0.85)  0.433
H (1.70, 1.51, -1.13)  0.336
O (-0.74, 2.69, 1.44)  -0.643
H (-1.25, 2.36, 0.70)  0.330
H (-0.76, 1.97, 2.08)  0.295

---

#B
The following is a DFT calculation (the ωB97M-V functional and the def2-TZVPD basis) of C6H15NO in the gas phase.

* orbital gap: 0.3436 Eh
* multiplicity: 1
* HOMO level: -8.376 eV

Each line ends with the Mulliken charge.
Geometry (Å):
C (-1.33, -0.56, 1.51)  -1.633
C (-0.68, 0.11, 0.31)  0.496
C (-0.77, -0.65, -0.94)  0.063
C (-0.22, -0.14, -2.24)  -1.355
O (-2.46, -0.43, -1.13)  -0.632
C (1.14, 0.08, 0.46)  0.025
C (1.60, 1.50, 0.16)  -1.397
N (1.58, -0.28, 1.78)  -0.492
H (-1.19, -1.64, 1.50)  0.312
H (-2.40, -0.34, 1.52)  0.387
H (-0.93, -0.17, 2.46)  0.396
H (-0.99, 1.15, 0.22)  0.370
H (-0.64, -1.73, -0.81)  0.362
H (-0.81, -0.56, -3.06)  0.387
H (-0.30, 0.95, -2.32)  0.271
H (0.83, -0.43, -2.39)  0.353
H (-2.87, -1.29, -1.29)  0.278
H (1.61, -0.62, -0.24)  0.392
H (2.69, 1.60, 0.28)  0.390
H (1.37, 1.79, -0.87)  0.301
H (1.12, 2.22, 0.83)  0.338
H (2.40, -0.88, 1.78)  0.211
H (1.25, 0.35, 2.50)  0.178

---

#C
The following is a DFT calculation (the ωB97M-V functional and the def2-TZVPD basis) of 2 unconnected molecules or ions with the total composition C6H15NO.

* orbital gap: 0.3920 Eh
* multiplicity: 1
* HOMO level: -9.809 eV

Each line ends with the Mulliken charge.
Geometry (Å):
C (0.55, -2.58, -1.71)  -1.184
C (0.34, -1.57, -0.55)  -0.070
C (-0.30, -2.21, 0.69)  0.546
N (-0.43, -1.41, 1.81)  -0.341
O (-0.52, -3.39, 0.78)  -0.613
H (-0.04, -2.42, -2.58)  0.335
H (0.06, -3.55, -1.54)  0.323
H (1.63, -2.59, -1.85)  0.258
H (1.26, -0.91, -0.48)  0.227
H (-0.37, -0.74, -0.82)  0.200
H (-0.57, -1.84, 2.71)  0.204
H (-0.39, -0.39, 1.57)  0.199
C (-0.99, 2.80, -0.44)  -1.218
C (-0.45, 2.08, 0.77)  -0.286
C (0.99, 1.49, 0.42)  -0.723
H (-1.83, 2.21, -0.89)  0.272
H (-0.35, 2.98, -1.34)  0.322
H (-1.25, 3.89, -0.23)  0.289
H (-0.17, 2.83, 1.53)  0.276
H (-1.17, 1.44, 1.23)  0.475
H (1.93, 1.81, 0.96)  0.325
H (0.96, 0.37, 0.59)  -0.146
H (1.12, 1.68, -0.64)  0.329

---

Most stable pick: #C. Distance to second place: 0.338 eV.

---

#A
The following is a DFT calculation (the ωB97M-V functional and the def2-TZVPD basis) of 2 unconnected molecules or ions with the total composition C6H15NO.

* orbital gap: 0.3503 Eh
* multiplicity: 1
* HOMO level: -8.710 eV

Each line ends with the Mulliken charge.
Geometry (Å):
C (1.12, -0.69, 2.10)  -1.345
C (0.16, -0.43, 0.79)  0.302
C (1.04, -0.43, -0.56)  -0.835
C (1.10, 1.14, -0.87)  -0.666
C (-0.28, 1.63, -0.34)  -0.661
N (-0.48, 0.84, 0.89)  -0.139
C (-1.98, 0.44, 0.91)  -0.854
H (2.11, -1.16, 2.02)  0.339
H (1.55, 0.34, 2.48)  0.252
H (0.47, -1.22, 2.86)  0.290
H (-0.48, -1.33, 0.90)  0.385
H (2.01, -0.89, -0.53)  0.406
H (0.73, -1.11, -1.44)  0.284
H (1.33, 1.20, -1.87)  0.454
H (1.86, 1.55, -0.20)  0.270
H (-0.32, 2.71, -0.04)  0.339
H (-0.97, 1.45, -1.18)  0.326
H (-2.24, 0.12, 1.99)  0.267
H (-2.47, 1.33, 0.56)  0.427
H (-2.17, -0.60, 0.34)  0.220
O (-0.46, -1.80, -2.47)  -0.633
H (-0.92, -1.15, -2.19)  0.288
H (-0.47, -2.66, -2.31)  0.284

---

#B
The following is a DFT calculation (the ωB97M-V functional and the def2-TZVPD basis) of 2 unconnected molecules or ions with the total composition C6H15NO.

* orbital gap: 0.3650 Eh
* multiplicity: 1
* HOMO level: -9.029 eV

Each line ends with the Mulliken charge.
Geometry (Å):
C (-0.50, 2.36, 0.25)  -0.893
C (0.45, 1.85, 1.05)  0.116
C (1.47, 0.87, 0.77)  -0.473
C (1.42, 0.27, -0.74)  -0.747
N (0.02, -0.14, -1.06)  -0.277
C (-0.24, -1.58, -1.43)  -0.601
C (-0.65, -2.63, -0.30)  -1.258
H (-1.06, 3.27, 0.54)  0.280
H (-0.54, 2.21, -0.78)  0.241
H (0.37, 2.20, 2.31)  0.113
H (1.38, 0.06, 1.45)  0.297
H (2.52, 1.16, 0.83)  0.422
H (2.11, -0.67, -0.74)  0.296
H (1.84, 1.13, -1.38)  0.347
H (-0.31, 0.48, -1.79)  0.201
H (0.56, -2.07, -1.99)  0.426
H (-1.05, -1.64, -2.20)  0.357
H (-0.62, -3.51, -0.79)  0.480
H (0.00, -2.42, 0.54)  0.281
H (-1.62, -2.36, 0.08)  0.346
O (-1.51, -0.46, 1.46)  -0.640
H (-2.17, 0.25, 1.55)  0.330
H (-1.13, -0.26, 0.53)  0.356

---

#C
The following is a DFT calculation (the ωB97M-V functional and the def2-TZVPD basis) of C6H15NO in the gas phase.

* orbital gap: 0.3661 Eh
* multiplicity: 1
* HOMO level: -8.968 eV

Each line ends with the Mulliken charge.
Geometry (Å):
C (0.12, 0.82, -2.88)  -1.282
C (-0.15, -0.11, -1.71)  -0.252
C (-0.82, 0.62, -0.51)  -1.152
C (-0.35, 0.14, 0.85)  0.245
C (-0.63, -1.35, 1.09)  -0.646
O (-2.04, -1.53, 1.39)  -0.573
N (1.10, 0.43, 0.94)  -0.297
C (1.78, 0.08, 2.20)  -0.917
H (-0.75, 0.91, -3.55)  0.330
H (0.26, 1.83, -2.54)  0.345
H (0.91, 0.47, -3.55)  0.339
H (-0.70, -1.03, -1.90)  0.305
H (0.84, -0.33, -1.30)  0.308
H (-0.72, 1.70, -0.61)  0.471
H (-1.87, 0.44, -0.68)  0.445
H (-0.92, 0.67, 1.63)  0.235
H (-0.44, -1.93, 0.20)  0.271
H (-0.17, -1.64, 2.03)  0.328
H (-2.54, -1.52, 0.56)  0.329
H (1.16, 1.44, 0.86)  0.240
H (1.61, -0.97, 2.44)  0.325
H (1.47, 0.69, 3.04)  0.292
H (2.85, 0.19, 2.01)  0.312

---

Most stable pick: #C. Distance to second place: 1.851 eV.